[1]
The following is a DFT calculation (ωB97M-V/def2-TZVPD) of C31H45HfN2Si2 as an isolated structure.

Geometry as XYZ:
```
81
C31H45HfN2Si2 (ωB97M-V/def2-TZVPD)
Hf 0.55 0.24 -0.35
C -4.56 0.32 1.70
C -3.46 1.38 1.93
C -3.78 2.20 3.20
C -3.31 2.23 0.69
C -4.42 2.95 0.22
C -4.36 3.66 -0.99
C -3.18 3.68 -1.73
C -2.03 3.02 -1.27
C -0.77 2.97 -2.10
C -0.46 4.30 -2.80
C -0.88 1.82 -3.10
C -2.09 2.29 -0.06
N -0.86 1.71 0.44
C -0.55 2.19 1.69
C 0.57 1.66 2.33
C 1.05 1.89 3.65
C 2.17 1.06 3.80
C 2.35 0.32 2.63
N 1.37 0.68 1.61
C 3.42 -0.68 2.30
C 2.76 -1.87 1.60
C 4.42 0.03 1.36
C 4.12 -1.15 3.60
H -4.61 -0.40 2.52
H -4.40 -0.24 0.76
H -5.56 0.79 1.61
H -2.51 0.85 2.09
H -4.74 2.74 3.10
H -3.01 2.95 3.44
H -3.86 1.53 4.09
H -5.37 2.92 0.78
H -5.25 4.18 -1.36
H -3.13 4.19 -2.70
H 0.06 2.76 -1.40
H -1.17 4.48 -3.65
H 0.56 4.28 -3.24
H -0.52 5.17 -2.13
H -1.74 1.95 -3.80
H -1.06 0.85 -2.61
H 0.04 1.73 -3.71
H -1.16 2.96 2.19
H 0.61 2.58 4.37
H 2.79 1.00 4.71
H 2.16 -1.53 0.72
H 2.07 -2.43 2.28
H 3.52 -2.58 1.22
H 3.93 0.36 0.42
H 5.26 -0.64 1.07
H 4.85 0.93 1.85
H 3.39 -1.55 4.34
H 4.68 -0.32 4.08
H 4.83 -1.97 3.36
C 4.00 -1.01 -2.12
Si 2.12 -0.90 -2.25
C 1.70 -0.67 -4.08
C 1.52 -2.67 -1.86
C 2.33 -3.66 -2.39
C 2.04 -5.05 -2.22
C 0.93 -5.43 -1.48
C 0.09 -4.42 -0.93
C 0.34 -3.08 -1.11
Si -0.98 -1.94 -0.34
C -2.56 -2.40 -1.29
C -1.29 -2.52 1.43
H 4.38 -1.43 -3.08
H 4.32 -1.65 -1.26
H 4.44 0.00 -1.96
H 2.12 -1.54 -4.64
H 2.15 0.26 -4.47
H 0.59 -0.65 -4.24
H 3.19 -3.38 -3.00
H 2.72 -5.77 -2.69
H 0.67 -6.48 -1.30
H -0.83 -4.72 -0.39
H -2.84 -3.47 -1.11
H -2.41 -2.26 -2.38
H -3.40 -1.74 -0.99
H -1.49 -3.61 1.47
H -2.15 -1.96 1.88
H -0.41 -2.30 2.08
```

Computed properties:
- E_HOMO: -10.9 eV
- Maximum force: 3.72 eV/Å
- E_LUMO: -4.2 eV
- E_tot: -52913.7402 eV
- HOMO-LUMO gap: 6.72 eV
- Net charge: +1
- Energy relative to the best compared isomer or geometry (same formula, charge and spin): 0.0 kJ/mol
- Molar mass: 680.4 g mol⁻¹

Mulliken atomic charge list, values in e, 8 entries:
1 Hf 0.18
2 C -1.38
3 C 0.91
4 C -1.49
5 C 0.51
6 C -0.57
7 C -1.40
8 C -0.55

[2]
The following is a DFT calculation (ωB97M-V/def2-TZVPD) of C31H45InN2PSSe2 as an isolated structure.

Geometry as XYZ:
```
83
C31H45InN2PSSe2 (ωB97M-V/def2-TZVPD)
In 0.81 0.08 -0.99
C -0.25 2.68 -0.83
C -0.42 1.69 -1.92
C -1.75 1.03 -1.57
C -2.21 1.65 -0.45
C -1.31 2.69 0.00
C -1.62 3.67 1.11
C -0.35 4.41 1.55
C -2.24 2.98 2.32
C -2.63 4.68 0.54
C -2.49 -0.13 -2.23
C -3.51 -0.71 -1.24
C -3.29 0.31 -3.46
C -1.54 -1.28 -2.58
C -0.07 2.28 -3.31
C 1.29 3.00 -3.25
C 0.02 1.31 -4.49
C -1.16 3.32 -3.61
H 0.60 3.35 -0.77
H -3.11 1.37 0.07
H 0.40 3.71 1.91
H -0.59 5.11 2.35
H 0.08 4.99 0.73
H -1.54 2.29 2.79
H -3.15 2.43 2.06
H -2.52 3.73 3.07
H -2.21 5.21 -0.32
H -2.89 5.42 1.31
H -3.55 4.18 0.23
H -4.30 0.00 -1.00
H -3.04 -1.03 -0.31
H -3.99 -1.58 -1.69
H -3.97 1.12 -3.19
H -3.89 -0.52 -3.84
H -2.67 0.67 -4.28
H -1.06 -1.67 -1.66
H -0.76 -1.00 -3.29
H -2.10 -2.12 -3.01
H 2.07 2.33 -2.89
H 1.27 3.89 -2.64
H 1.57 3.30 -4.26
H 0.93 0.72 -4.46
H 0.06 1.90 -5.41
H -0.83 0.64 -4.58
H -1.23 4.06 -2.81
H -2.14 2.86 -3.73
H -0.93 3.84 -4.54
Se 2.69 -1.35 0.02
P 1.54 -1.29 1.91
Se -0.09 0.11 1.58
C 2.60 -0.79 3.28
C 2.22 0.22 4.15
C 3.04 0.55 5.22
C 4.23 -0.13 5.42
C 4.61 -1.14 4.56
C 3.80 -1.48 3.48
C 0.96 -2.95 2.32
C 1.69 -4.08 1.94
C 1.27 -5.34 2.33
C 0.12 -5.48 3.09
C -0.62 -4.36 3.46
C -0.20 -3.10 3.07
H 1.30 0.76 3.98
H 2.74 1.34 5.90
H 4.86 0.13 6.26
H 5.54 -1.67 4.71
H 4.10 -2.27 2.81
H 2.59 -3.97 1.35
H 1.84 -6.21 2.05
H -0.21 -6.46 3.39
H -1.52 -4.47 4.04
H -0.78 -2.22 3.35
C 1.56 -4.98 -2.27
N 1.43 -3.59 -2.67
C 2.44 -2.79 -2.98
N 3.67 -3.31 -3.05
S 2.18 -1.13 -3.30
H 0.58 -5.39 -2.07
H 2.17 -5.07 -1.36
H 2.01 -5.58 -3.07
H 0.52 -3.15 -2.62
H 3.85 -4.29 -2.93
H 4.43 -2.70 -3.28
```

Computed properties:
- E_HOMO: -10.6 eV
- Maximum force: 0.27 eV/Å
- E_LUMO: -3.1 eV
- E_tot: -191845.4749 eV
- HOMO-LUMO gap: 7.54 eV
- Net charge: +1
- Energy relative to the best compared isomer or geometry (same formula, charge and spin): 12.7 kJ/mol
- Molar mass: 781.5 g mol⁻¹

Mulliken atomic charge list, values in e, 8 entries:
1 In 0.54
2 C -1.05
3 C 1.75
4 C -0.81
5 C -0.73
6 C -0.54
7 C 1.73
8 C -1.87

[3]
The following is a DFT calculation (ωB97M-V/def2-TZVPD) of a 3-piece molecular cluster, C31H45N2O8PS3 overall.

Geometry as XYZ:
```
90
C31H45N2O8PS3 (ωB97M-V/def2-TZVPD)
C 6.82 0.21 -0.64
C 6.98 -0.21 0.88
P 5.33 -0.25 1.85
C 4.20 0.78 0.79
C 4.94 -2.06 1.94
C 5.87 -2.87 2.77
C 7.07 -2.29 3.56
O 6.68 -2.07 4.93
C 7.60 -1.14 5.53
C 5.69 -4.33 2.88
C 4.60 -5.07 2.24
C 3.66 -4.28 1.44
C 3.84 -2.81 1.32
S 2.60 -1.94 0.33
C 1.08 -2.90 0.69
C 1.29 -4.35 0.89
C 0.11 -5.16 1.18
C -1.26 -4.59 1.27
C -1.44 -3.15 1.11
C -2.80 -2.38 1.21
C -3.94 -3.15 1.99
C -4.34 -2.31 3.28
O -5.16 -3.25 1.21
C -0.24 -2.32 0.81
C -0.41 -0.81 0.57
C -0.72 -0.21 -0.74
C -0.88 1.21 -1.00
N -0.80 2.12 0.02
C -0.50 1.60 1.24
C -0.28 0.22 1.65
N 2.58 -5.01 0.78
H 6.56 1.29 -0.71
H 7.84 0.11 -1.11
H 6.14 -0.46 -1.22
H 7.47 -1.20 1.04
H 7.66 0.56 1.35
H 4.04 0.34 -0.24
H 3.20 1.01 1.24
H 4.68 1.78 0.60
H 7.55 -1.39 3.11
H 7.86 -3.11 3.60
H 7.15 -0.82 6.52
H 8.60 -1.59 5.76
H 7.70 -0.19 4.92
H 6.41 -4.94 3.50
H 4.49 -6.18 2.38
H 0.22 -6.26 1.31
H -2.12 -5.26 1.48
H -2.61 -1.43 1.77
H -3.17 -2.15 0.17
H -3.65 -4.18 2.33
H -5.23 -2.80 3.77
H -4.69 -1.27 3.00
H -3.46 -2.22 3.97
H -5.40 -4.19 1.11
H -0.83 -0.91 -1.61
H -1.10 1.55 -2.04
H -0.42 2.36 2.07
H -0.04 -0.07 2.70
H 2.79 -5.10 -0.22
C -3.10 4.19 0.22
C -3.40 5.15 -0.91
O -4.77 5.10 -1.31
S -5.87 5.86 -0.41
C -7.19 5.79 -1.58
O -5.46 7.23 -0.25
O -6.20 5.04 0.71
H -3.60 4.50 1.14
H -2.03 4.14 0.41
H -3.46 3.19 -0.03
H -3.11 6.17 -0.65
H -2.81 4.87 -1.79
H -6.92 6.37 -2.46
H -8.07 6.22 -1.11
H -7.38 4.75 -1.84
C -3.08 0.74 -7.55
C -2.93 2.20 -7.18
O -3.81 2.57 -6.11
S -3.40 2.17 -4.61
C -4.57 3.20 -3.78
O -2.08 2.66 -4.34
O -3.76 0.80 -4.39
H -2.72 0.09 -6.75
H -2.51 0.51 -8.45
H -4.13 0.49 -7.72
H -1.90 2.44 -6.93
H -3.21 2.82 -8.04
H -4.34 4.24 -4.00
H -4.48 3.01 -2.71
H -5.57 2.95 -4.12
```

Computed properties:
- E_HOMO: -7.7 eV
- Maximum force: 3.34 eV/Å
- E_LUMO: 0.5 eV
- E_tot: -94026.4352 eV
- HOMO-LUMO gap: 8.17 eV
- SMILES: CCP(C)c1c(COC)ccc2c1Sc1c(ccc(C[C@@H](C)O)c1-c1ccncc1)N2.CCOS(C)(=O)=O.CCOS(C)(=O)=O
- Molar mass: 700.9 g mol⁻¹

Mulliken atomic charge list, values in e, 8 entries:
1 C -1.18
2 C -0.41
3 P 0.14
4 C -1.08
5 C 0.41
6 C 0.13
7 C -1.02
8 O -0.32